C24H34AlNO5P2 | the ωB97M-V functional and the def2-TZVPD basis

Computed properties:
total charge	0
Kohn-Sham gap	7.6	eV
E_tot	-2291.0959	Ha
lowest unoccupied orbital energy	0.41	eV

Structure (XYZ):
```
67
Properties=species:S:1:pos:R:3:forces:R:3
C -0.964 3.034 -2.700 0.257 0.766 -0.599
C -0.980 1.999 -1.753 -0.797 -1.189 0.917
N 0.155 1.758 -1.001 0.294 -0.403 -0.499
C 1.336 2.297 -1.366 -0.108 1.048 -0.718
C 1.399 3.275 -2.356 0.442 -0.699 0.562
C 0.220 3.673 -2.996 -0.442 -0.236 0.038
C -2.115 1.128 -1.598 -0.355 1.394 0.666
P -2.197 0.167 -0.099 -0.161 1.360 -1.184
Al 0.112 0.437 0.490 -1.588 -0.531 1.410
P 2.438 0.195 0.103 0.579 0.676 -0.321
C 2.604 1.853 -0.661 0.246 0.328 0.040
C -0.295 -1.310 1.441 1.187 0.346 -0.191
C -0.879 -1.294 2.711 0.012 -0.691 0.323
C -0.775 -2.395 3.570 -0.172 0.232 -0.434
C -0.110 -3.542 3.130 0.050 0.048 0.047
C 0.392 -3.610 1.829 -0.203 0.101 -0.433
C 0.263 -2.507 0.969 -0.006 -0.427 0.942
O -1.591 -0.417 -3.770 -1.107 0.406 -1.193
O 0.883 -0.868 -3.315 -0.718 -0.373 -0.978
H -1.912 3.286 -3.185 0.475 -0.050 0.081
H 2.373 3.681 -2.610 -0.203 0.061 -0.045
H 0.257 4.458 -3.745 -0.075 -0.060 0.094
C -3.306 0.907 1.152 -0.544 -0.035 -0.062
C -3.021 -1.359 -0.626 -0.060 -0.311 0.345
H 3.431 1.835 -1.385 -0.199 0.155 0.164
H 2.878 2.577 0.128 -0.176 -0.243 -0.233
H -1.984 0.265 -3.123 0.570 -0.599 0.009
H -3.059 1.504 -2.013 0.229 0.122 -0.056
C 3.668 0.174 1.424 0.213 -0.214 0.130
C 3.073 -0.888 -1.203 0.085 -0.318 0.042
H -1.435 -0.418 3.057 0.398 -0.049 0.021
H -1.201 -2.331 4.574 0.146 -0.165 -0.263
H 0.008 -4.383 3.805 0.006 0.038 -0.089
H 0.887 -4.516 1.464 -0.222 0.199 0.227
H 0.609 -2.582 -0.069 0.139 0.007 0.413
H 0.013 -1.038 -1.734 0.777 1.435 2.650
H 1.086 -1.737 -3.698 -0.161 0.373 0.025
H -0.096 -0.672 -3.560 1.160 -0.158 -0.034
H -1.936 -0.218 -4.668 0.387 -0.209 0.881
H 0.188 -0.631 -0.986 -0.775 -2.068 -2.774
H -4.320 1.016 0.743 0.144 0.033 0.167
H -3.351 0.239 2.023 -0.008 0.120 -0.205
H -2.947 1.888 1.490 0.028 -0.274 -0.207
H -4.101 -1.165 -0.720 0.301 -0.138 -0.061
H -2.607 -1.666 -1.597 -0.141 0.069 0.333
H -2.851 -2.143 0.122 -0.118 0.056 -0.190
H 4.091 -0.570 -1.473 -0.274 -0.093 0.049
H 3.112 -1.910 -0.804 -0.004 0.144 -0.180
H 2.401 -0.852 -2.077 0.372 0.061 0.478
H 4.681 0.119 0.999 -0.249 0.060 0.155
H 3.557 1.059 2.062 -0.017 -0.297 -0.150
H 3.470 -0.717 2.031 0.129 0.218 -0.001
O -1.097 4.049 2.159 0.388 -0.555 -0.110
C -0.677 3.888 3.432 0.079 -0.110 0.126
C -1.093 4.865 4.344 0.203 -0.200 0.193
C -0.714 4.754 5.675 0.070 -0.169 -0.152
C 0.069 3.673 6.111 0.126 -0.206 0.011
C 0.482 2.692 5.211 -0.117 0.687 0.128
C 0.136 2.798 3.861 -0.783 0.667 0.058
C 0.525 1.711 2.950 0.410 -0.936 -0.161
O 1.274 0.794 3.280 -0.479 0.924 -0.503
O -0.033 1.788 1.735 0.638 -0.456 0.236
H -0.750 3.253 1.666 -0.297 0.508 0.225
H -1.714 5.684 3.978 0.220 -0.264 0.146
H -1.043 5.521 6.376 0.125 -0.226 -0.068
H 0.359 3.589 7.157 -0.118 0.074 -0.220
H 1.092 1.840 5.513 -0.205 0.237 -0.017
```
Forces are in eV/Å.

***

C24H34AsNO8P2PdSi | the ωB97M-V functional and the def2-TZVPD basis

Computed properties:
ΔE to the lowest compared entry with this formula, charge and spin	49.44	kJ/mol
total charge	-2
Kohn-Sham gap	6.6	eV
E_tot	-4927.8597	Ha
lowest unoccupied orbital energy	4.55	eV

Structure (XYZ):
```
72
Properties=species:S:1:pos:R:3:forces:R:3
Pd 0.195 0.744 0.505 -0.033 0.021 -0.015
O -0.330 1.172 -5.119 -0.062 -0.038 -0.004
P -1.099 0.740 -3.768 -0.008 -0.016 -0.019
O -2.524 1.136 -3.839 0.010 0.008 0.004
O -0.715 -0.674 -3.428 0.004 -0.012 -0.033
O -0.346 1.719 -2.674 0.039 -0.021 -0.047
P 1.233 1.650 -2.378 -0.012 0.025 0.045
O 1.520 3.152 -1.848 -0.024 0.013 0.007
O 1.974 1.430 -3.650 0.022 -0.050 0.005
O 1.489 0.718 -1.212 -0.027 -0.020 -0.043
H 0.626 1.195 -4.893 0.032 0.046 -0.001
H 1.503 3.138 -0.881 0.013 -0.007 0.004
C -2.235 -2.651 -2.420 0.007 0.014 -0.014
As -0.873 -1.967 -1.241 0.034 0.071 0.039
C 0.941 -2.259 -1.808 -0.004 -0.023 -0.029
C -0.965 -3.274 0.214 0.006 -0.006 -0.002
O -1.283 -0.539 -0.507 -0.048 -0.018 -0.030
H -1.769 -2.998 -3.338 -0.006 -0.008 0.000
H -2.874 -1.806 -2.664 0.010 -0.005 0.002
H -2.787 -3.447 -1.919 -0.002 0.001 -0.003
H 0.999 -3.255 -2.253 -0.005 -0.007 0.009
H 1.568 -2.202 -0.918 -0.003 0.011 -0.004
H 1.215 -1.491 -2.519 0.012 -0.007 -0.004
H -0.731 -4.281 -0.140 -0.002 -0.001 0.000
H -1.970 -3.253 0.636 0.002 0.003 0.003
H -0.254 -2.980 0.985 0.011 -0.003 -0.004
C -3.075 1.954 -0.378 0.000 -0.019 0.016
N -1.904 2.688 0.056 0.012 -0.006 0.011
C -1.705 3.876 -0.739 0.007 0.023 -0.012
C -1.905 2.989 1.471 -0.007 -0.015 0.006
C -1.885 1.764 2.355 0.024 -0.004 -0.029
C -2.782 1.676 3.414 -0.004 0.001 0.001
C -2.783 0.583 4.273 -0.003 -0.008 0.003
C -1.887 -0.450 4.042 -0.007 -0.002 -0.001
C -0.996 -0.367 2.977 -0.002 0.028 0.008
C -0.951 0.738 2.119 0.014 -0.056 0.029
H -2.980 1.708 -1.437 -0.008 0.021 0.011
H -4.001 2.546 -0.222 -0.003 0.006 -0.001
H -3.151 1.019 0.175 -0.002 0.014 0.001
H -1.639 3.601 -1.790 -0.007 0.007 0.007
H -0.770 4.365 -0.454 0.001 -0.002 0.003
H -2.529 4.608 -0.608 -0.007 -0.007 0.005
H -2.774 3.623 1.747 -0.012 -0.006 0.000
H -1.006 3.579 1.680 0.020 0.015 0.004
H -3.495 2.481 3.566 0.003 -0.002 -0.001
H -3.486 0.535 5.098 0.002 0.001 0.003
H -1.881 -1.322 4.688 0.001 -0.001 -0.001
H -0.310 -1.192 2.810 -0.012 -0.003 -0.003
C 5.281 -0.981 3.034 -0.004 -0.007 -0.001
C 5.546 0.175 2.314 0.000 0.002 0.000
C 4.505 1.011 1.927 0.000 0.010 0.017
C 3.176 0.718 2.238 0.004 0.012 0.036
C 2.933 -0.462 2.949 0.005 -0.008 -0.024
C 3.965 -1.298 3.350 0.007 0.006 0.007
Si 1.732 1.844 1.708 -0.024 0.021 0.078
C 1.264 2.795 3.301 0.013 0.008 0.002
C 0.884 2.150 4.483 -0.008 0.011 -0.015
C 0.481 2.860 5.604 0.002 0.011 0.001
C 0.443 4.249 5.575 -0.001 -0.005 0.006
C 0.819 4.914 4.417 0.006 -0.004 -0.007
C 1.226 4.191 3.302 0.006 0.008 0.001
H 6.090 -1.636 3.336 -0.001 0.000 -0.001
H 6.568 0.425 2.047 0.000 0.001 0.001
H 4.728 1.909 1.361 0.000 0.001 -0.001
H 1.908 -0.739 3.176 0.009 0.002 0.002
H 3.744 -2.205 3.901 0.000 -0.001 0.000
H 2.451 2.952 0.976 0.016 -0.015 -0.034
H 0.875 1.067 4.522 -0.003 -0.007 0.000
H 0.175 2.327 6.497 0.001 -0.002 0.001
H 0.115 4.806 6.446 0.001 0.000 0.000
H 0.791 5.998 4.379 0.000 -0.001 0.000
H 1.516 4.726 2.403 -0.002 -0.001 0.002
```
Forces are in eV/Å.

***

C24H34AuN4OP2 | the ωB97M-V functional and the def2-TZVPD basis

Computed properties:
ΔE to the lowest compared entry with this formula, charge and spin	12.00	kJ/mol
total charge	+1
Kohn-Sham gap	6.2	eV
E_tot	-2047.3682	Ha
lowest unoccupied orbital energy	-3.73	eV

Structure (XYZ):
```
66
Properties=species:S:1:pos:R:3:forces:R:3
Au 1.045 -0.150 0.446 0.768 0.355 0.533
C -0.499 2.471 2.368 -2.613 -0.795 -0.560
P -0.446 1.703 0.665 1.320 0.308 0.989
C -2.031 1.031 0.059 -2.398 1.748 -0.063
N -3.131 1.839 -0.048 0.769 -1.579 -0.677
C -4.187 1.314 -0.766 1.994 -2.736 -0.439
C -5.297 1.997 -1.130 -3.905 2.986 0.293
C -6.434 1.410 -1.763 0.664 2.095 0.082
C -6.328 0.161 -2.383 1.073 -0.956 0.705
C -5.175 -0.582 -2.143 -0.184 -1.071 0.218
C -4.160 -0.068 -1.289 -0.360 1.560 -0.005
N -3.111 -0.833 -1.038 1.137 -0.045 -0.026
C -2.058 -0.279 -0.452 -0.844 -1.003 0.364
P -0.684 -1.419 -0.242 -0.591 -1.561 0.060
C -0.428 -1.964 -1.939 0.843 0.191 -1.367
C -1.219 -2.892 0.823 -0.425 0.218 -0.037
C -1.755 -2.351 2.217 0.941 0.241 -0.655
C -2.327 -3.781 0.167 0.592 1.651 0.034
C 0.114 -3.656 1.008 -1.250 -0.961 1.025
C 0.017 3.112 -0.424 0.956 -1.208 0.808
C 1.480 3.376 0.062 -0.619 -0.796 -1.109
C 0.073 2.610 -1.821 -0.130 0.136 -2.111
C -0.907 4.247 -0.338 -2.343 1.231 0.336
H -1.514 2.966 2.418 1.181 -0.167 0.288
H 0.312 3.175 2.481 0.072 -0.011 0.045
H -0.489 1.663 3.127 0.188 0.570 -0.403
H -5.361 3.086 -0.806 -0.065 -1.538 -0.373
H -7.393 2.017 -1.877 1.613 -0.823 0.134
H -7.136 -0.242 -2.971 -0.080 -0.031 -0.073
H -4.980 -1.655 -2.482 -0.547 1.757 0.242
H -1.069 -2.729 -2.332 -0.757 -0.337 0.079
H 0.582 -2.388 -2.002 -0.117 0.186 0.009
H -0.476 -1.117 -2.682 0.073 -0.610 1.008
H -2.707 -1.825 2.113 0.019 -0.089 -0.230
H -1.023 -1.597 2.612 -0.515 -0.778 -0.002
H -1.930 -3.175 2.942 0.415 0.435 -0.480
H -3.188 -3.100 -0.086 0.709 -1.122 0.139
H -2.585 -4.539 0.894 -0.338 -0.204 0.082
H -1.903 -4.267 -0.713 -0.361 0.025 -0.091
H 0.763 -3.157 1.677 0.510 0.777 1.067
H 0.764 -3.865 0.198 0.023 0.025 -1.559
H -0.093 -4.641 1.450 -0.103 0.173 0.034
H 2.000 2.394 0.089 -0.028 0.819 0.096
H 1.566 3.892 0.992 -0.072 0.219 0.726
H 1.926 3.993 -0.686 0.575 0.511 -0.541
H 0.712 1.722 -1.869 0.092 0.154 -0.432
H 0.428 3.441 -2.498 0.154 -0.951 0.678
H -0.910 2.368 -2.281 0.329 -0.088 0.641
H -0.722 4.766 0.604 0.041 0.668 -0.330
H -1.992 3.913 -0.226 1.316 0.321 -0.498
H -0.852 4.887 -1.264 0.090 -0.266 1.216
N 8.122 -1.084 0.048 -2.796 -1.159 -0.622
C 7.319 -0.914 1.181 2.082 1.250 0.691
O 7.828 -0.674 2.267 -0.511 -0.510 -0.586
C 5.861 -0.814 1.003 -0.339 0.215 0.817
C 5.001 -0.916 2.106 0.866 -0.310 -0.374
C 3.662 -0.959 1.869 -1.446 0.733 -1.617
N 3.140 -0.700 0.637 1.630 -0.856 -1.647
C 3.993 -0.642 -0.469 -2.139 0.863 2.029
C 5.357 -0.575 -0.240 -0.910 -0.263 -2.001
H 9.039 -1.324 0.331 1.081 -0.243 -0.002
H 7.700 -1.694 -0.707 1.006 1.057 1.255
H 5.395 -0.910 3.104 0.226 -0.499 0.235
H 2.864 -1.199 2.554 0.391 0.351 0.733
H 3.464 -0.573 -1.455 0.871 0.187 1.051
H 5.978 -0.303 -1.089 0.173 -0.451 0.170
```
Forces are in eV/Å.

***

Which of these has the highest total charge? C24H34AuN4OP2

***

The highest Kohn-Sham gap belongs to which entry? C24H34AlNO5P2

***

Which value of E_tot does entry 3 give? -2047.3682 Ha

***

Which of these has the lowest lowest unoccupied orbital energy? C24H34AuN4OP2